1.
The following is a quantum chemistry calculation of a 5-piece molecular cluster, C41H35F9N4O22S2 overall at a distorted geometry, from the OMol25 dataset.

```
! wB97M-V def2-TZVPD RIJCOSX def2/J DEFGRID3
* xyz 0 1
C 3.18 2.24 0.24
C 2.83 0.69 0.73
C 1.21 0.26 0.70
C 0.30 1.28 -0.21
C -1.19 0.55 -0.45
C -2.35 1.64 -0.93
N -3.55 0.90 -1.49
C -4.03 1.52 -2.79
N -4.03 0.85 -4.01
N -4.59 2.94 -2.76
O 3.02 0.84 2.21
S 3.26 -0.74 2.88
O 4.40 -0.94 3.92
O 2.02 -1.61 3.19
O 3.82 -1.43 1.42
C 3.92 -0.49 0.25
C 3.42 -1.50 -0.99
C 2.68 -0.72 -2.21
C 2.12 -1.71 -3.44
C 2.45 -3.30 -3.12
C 3.25 -3.87 -1.83
N 3.73 -2.94 -0.77
S 5.75 -0.06 0.29
O 6.03 0.72 1.63
O 6.51 -1.43 0.37
C 6.33 1.06 -1.10
F 6.39 2.46 -0.54
F 5.45 1.07 -2.29
C 7.91 0.68 -1.47
F 8.68 0.55 -0.18
F 7.81 -0.64 -2.21
C 8.67 1.84 -2.34
F 7.80 2.61 -3.27
F 9.22 2.84 -1.35
C 10.02 1.28 -3.16
F 9.70 1.05 -4.61
F 10.64 0.10 -2.50
F 11.09 2.35 -3.16
H 2.36 3.02 0.56
H 3.30 2.24 -0.93
H 4.18 2.53 0.76
H 0.79 0.32 1.81
H 1.06 -0.86 0.37
H 0.74 1.47 -1.28
H 0.18 2.29 0.41
H -1.13 -0.35 -1.21
H -1.52 0.09 0.60
H -1.94 2.40 -1.75
H -2.66 2.28 0.02
H -3.23 -0.08 -1.77
H -4.43 1.51 -4.74
H -3.79 3.55 -3.03
H -4.94 3.18 -1.80
H 2.52 0.45 -2.26
H 1.54 -1.31 -4.38
H 2.07 -4.10 -3.91
H 3.43 -5.05 -1.73
C -4.71 -0.47 3.63
C -5.76 -0.99 4.26
C -6.87 -1.65 3.51
O -7.81 -2.14 4.13
C -6.78 -1.70 2.05
C -5.72 -1.18 1.41
C -4.61 -0.54 2.16
O -3.64 -0.09 1.55
O -5.63 -1.22 0.03
O -5.87 -0.93 5.64
H -3.90 0.01 4.16
H -7.59 -2.17 1.52
H -4.78 -0.78 -0.18
H -6.72 -1.37 5.86
C 2.96 -1.16 -9.53
C 2.27 -1.78 -8.57
C 2.95 -2.35 -7.37
O 2.29 -2.89 -6.49
C 4.41 -2.23 -7.29
C 5.10 -1.62 -8.25
C 4.42 -1.03 -9.44
O 5.08 -0.45 -10.30
O 6.48 -1.51 -8.19
O 0.89 -1.92 -8.65
H 2.48 -0.75 -10.40
H 4.90 -2.66 -6.42
H 6.74 -1.02 -9.00
H 0.63 -2.40 -7.83
C 3.06 4.73 6.87
C 3.06 4.59 5.54
C 3.68 3.40 4.89
O 3.66 3.29 3.67
C 4.32 2.39 5.76
C 4.31 2.54 7.09
C 3.67 3.71 7.73
O 3.66 3.81 8.96
O 4.90 1.59 7.91
O 2.50 5.54 4.72
H 2.61 5.59 7.35
H 4.78 1.54 5.27
H 4.77 1.92 8.82
H 2.63 5.21 3.80
C -13.73 -2.35 2.78
C -12.60 -2.50 2.09
C -11.29 -2.69 2.79
O -10.27 -2.84 2.14
C -11.30 -2.70 4.26
C -12.43 -2.55 4.94
C -13.74 -2.38 4.25
O -14.77 -2.27 4.90
O -12.44 -2.56 6.33
O -12.58 -2.46 0.71
H -14.69 -2.21 2.28
H -10.34 -2.83 4.76
H -13.38 -2.44 6.58
H -11.64 -2.59 0.45
*
```

Calculated values
Highest occupied orbital energy ... -9.70 eV
Orbital gap ... 7.63 eV
SMILES ... [H]/N=C(\N)NCCCC[C@@]1(C)OS(=O)(=O)O[C@]1(c1ccccn1)S(=O)(=O)C(F)(F)C(F)(F)C(F)(F)C(F)(F)F.O=C1C=C(O)C(=O)C=C1O.O=C1C=C(O)C(=O)C=C1O.O=C1C=C(O)C(=O)C=C1O.O=C1C=C(O)C(=O)C=C1O

These are the Mulliken partial charges, in e, on atoms 1 to 6: number 1, C, carries -1.23; number 2, C, carries 0.66; number 3, C, carries -0.84; number 4, C, carries -0.22; number 5, C, carries -0.53; number 6, C, carries -0.55

***

2.
The following is a quantum chemistry calculation of C41H35N6P2SSeTeV as an isolated structure at a distorted geometry, from the OMol25 dataset.

```
! wB97M-V def2-TZVPD RIJCOSX def2/J DEFGRID3
* xyz 2 1
V 1.72 -0.04 -0.70
Te -1.62 0.16 -3.42
C -3.54 0.06 -2.55
C -4.17 1.21 -2.11
C -5.38 1.09 -1.44
N -5.96 -0.09 -1.18
C -5.35 -1.19 -1.63
C -4.14 -1.17 -2.32
C -0.78 0.06 -1.46
P -0.09 -1.45 -0.86
C -0.76 -1.93 0.75
C 0.05 -2.64 1.63
C -0.48 -3.16 2.80
C -1.83 -2.98 3.09
C -2.64 -2.26 2.22
C -2.11 -1.74 1.04
C -0.41 -2.83 -1.97
C 0.32 -2.91 -3.15
C 0.07 -3.93 -4.05
C -0.92 -4.86 -3.78
C -1.64 -4.79 -2.59
C -1.38 -3.78 -1.68
P 0.02 1.49 -0.75
C -0.22 2.91 -1.84
C -1.17 3.88 -1.56
C -1.40 4.90 -2.48
C -0.68 4.96 -3.66
C 0.28 4.00 -3.93
C 0.50 2.97 -3.03
C -0.73 2.00 0.81
C -2.08 1.77 1.07
C -2.67 2.30 2.20
C -1.93 3.08 3.07
C -0.58 3.32 2.83
C 0.02 2.78 1.69
H -3.73 2.19 -2.29
H -5.90 1.97 -1.08
H -5.85 -2.13 -1.43
H -3.69 -2.10 -2.66
H 1.10 -2.80 1.39
H 0.15 -3.73 3.48
H -2.25 -3.40 4.00
H -3.69 -2.13 2.44
H -2.75 -1.20 0.35
H 1.10 -2.19 -3.36
H 0.63 -3.99 -4.98
H -1.13 -5.66 -4.49
H -2.41 -5.53 -2.37
H -1.94 -3.73 -0.75
H -1.73 3.85 -0.63
H -2.15 5.66 -2.26
H -0.86 5.76 -4.36
H 0.85 4.04 -4.86
H 1.20 2.18 -3.27
H -2.66 1.18 0.37
H -3.73 2.13 2.39
H -2.40 3.52 3.95
H 0.00 3.94 3.51
H 1.06 2.99 1.48
C 4.08 0.48 5.88
C 3.10 0.27 4.78
C 1.78 -0.06 4.94
C 0.99 -0.23 3.80
N 1.49 -0.09 2.57
C 2.76 0.24 2.42
S 3.45 0.46 0.86
N 3.55 0.41 3.50
C -0.46 -0.56 3.92
H 3.61 0.33 6.85
H 4.49 1.49 5.85
H 4.92 -0.22 5.79
H 1.37 -0.17 5.93
H 4.51 0.66 3.34
H -0.97 0.24 4.46
H -0.59 -1.48 4.50
H -0.92 -0.68 2.94
Se 4.39 -3.32 -1.34
N 5.69 -2.29 -1.92
C 5.15 -1.12 -2.20
C 5.83 0.05 -2.68
C 5.09 1.16 -2.88
C 3.69 1.19 -2.57
N 3.02 0.16 -2.11
C 3.74 -1.03 -1.97
N 3.12 -2.09 -1.51
H 6.90 0.03 -2.86
H 5.56 2.06 -3.25
H 3.14 2.12 -2.64
*
```

Calculated values
Highest occupied orbital energy (alpha / beta) ... -12.30 / -12.30 eV
Orbital gap (alpha / beta) ... 5.75 / 5.74 eV

These are the Mulliken partial charges, in e, on atoms 1 to 6: number 1, V, carries -0.53; number 2, Te, carries 0.27; number 3, C, carries 0.22; number 4, C, carries -0.24; number 5, C, carries -0.44; number 6, N, carries -0.59

***

3.
The following is a quantum chemistry calculation of C41H36AuBGeN8O2 as an isolated structure, from the OMol25 dataset.

```
! wB97M-V def2-TZVPD RIJCOSX def2/J DEFGRID3
* xyz 1 2
Au -1.01 0.96 -0.76
C -1.72 5.17 -0.58
C -1.82 3.91 -0.01
N -1.43 2.98 -0.88
N -1.08 3.62 -2.02
C -1.24 4.93 -1.86
B -0.72 2.85 -3.32
N 0.60 2.09 -3.06
C 1.71 2.06 -3.81
C 2.67 1.31 -3.16
C 2.06 0.90 -1.98
N 0.83 1.39 -1.93
N -1.88 1.90 -3.63
C -2.71 1.88 -4.68
C -3.69 0.94 -4.44
C -3.38 0.42 -3.19
N -2.29 1.00 -2.71
H -1.99 6.11 -0.14
H -2.18 3.64 0.97
H -1.04 5.61 -2.67
H -0.58 3.62 -4.23
H 1.74 2.58 -4.75
H 3.67 1.10 -3.49
H 2.44 0.27 -1.19
H -2.55 2.54 -5.51
H -4.52 0.68 -5.08
H -3.88 -0.34 -2.61
C -2.37 0.04 2.39
Ge -0.67 0.79 1.84
C 0.83 -0.30 2.38
C 2.04 -0.44 1.69
C 3.07 -1.18 2.23
C 2.92 -1.79 3.47
C 1.73 -1.66 4.17
C 0.68 -0.93 3.62
C -0.44 2.59 2.50
C -1.33 3.01 3.45
C -1.21 4.29 4.04
C -0.22 5.13 3.63
C 0.70 4.75 2.62
C 1.71 5.64 2.17
C 2.57 5.26 1.18
C 2.46 3.98 0.60
C 1.50 3.11 1.02
C 0.60 3.46 2.05
H -2.30 -0.12 3.46
H -2.56 -0.90 1.89
H -3.20 0.71 2.16
H 2.17 0.02 0.73
H 4.00 -1.29 1.68
H 3.73 -2.37 3.90
H 1.61 -2.13 5.13
H -0.24 -0.84 4.18
H -2.13 2.36 3.78
H -1.91 4.60 4.80
H -0.14 6.12 4.06
H 1.78 6.62 2.62
H 3.34 5.95 0.84
H 3.15 3.70 -0.19
H 1.42 2.14 0.55
O -3.13 -1.12 -0.53
C -2.06 -1.70 -0.59
N -1.80 -3.01 -0.68
C -0.38 -3.32 -0.60
C 0.22 -1.90 -0.65
O 1.39 -1.64 -0.70
N -0.83 -1.01 -0.55
C 0.01 -3.91 0.75
C 1.32 -4.35 0.94
C 1.71 -4.88 2.15
C 0.80 -4.98 3.20
C -0.50 -4.54 3.02
C -0.89 -4.00 1.80
C 0.04 -4.21 -1.76
C -0.32 -5.55 -1.72
C -0.01 -6.40 -2.77
C 0.69 -5.91 -3.86
C 1.06 -4.58 -3.91
C 0.74 -3.72 -2.86
H -2.53 -3.70 -0.73
H 2.03 -4.28 0.12
H 2.73 -5.23 2.29
H 1.11 -5.40 4.15
H -1.22 -4.62 3.83
H -1.91 -3.66 1.68
H -0.84 -5.94 -0.85
H -0.30 -7.44 -2.72
H 0.96 -6.58 -4.68
H 1.61 -4.20 -4.76
H 1.04 -2.69 -2.92
*
```

Calculated values
Highest occupied orbital energy (alpha / beta) ... -10.97 / -10.97 eV
Energy relative to the best compared isomer or geometry (same formula, charge and spin) ... 68.2 kJ/mol
Orbital gap (alpha / beta) ... 7.32 / 4.85 eV

These are the Mulliken partial charges, in e, on atoms 1 to 6: number 1, Au, carries 0.82; number 2, C, carries -1.27; number 3, C, carries -0.43; number 4, N, carries 0.23; number 5, N, carries 0.43; number 6, C, carries -0.09